Formula: C3FO3Yb
Source: the Open Molecules 2025 dataset
Level of theory: ωB97M-V/def2-TZVPD

LUMO (spin up / spin down) = -0.58 / -3.15 eV
HOMO energy (spin up / spin down) = -7.515 / -7.470 eV
Multiplicity = 2
HOMO-LUMO gap (spin up / spin down) = 6.9305 / 4.3182 eV

The geometry in XYZ format:
```
8
C3FO3Yb, DFT ωB97M-V/def2-TZVPD
C 1.93080 -0.70219 -0.34820
C 0.72923 -1.00168 -0.73003
O -0.41847 -0.98272 -1.07588
F 2.92235 -1.59580 -0.03111
Yb 2.54657 1.90696 -0.23032
O -2.70058 -0.79904 1.59664
C -3.29635 -0.62138 0.61362
O -4.07963 -0.40369 -0.21769
```



Formula: C3H10
Source: the Open Molecules 2025 dataset
Level of theory: ωB97M-V/def2-TZVPD

Relative energy (zero: lowest compared OMol25 entry of this formula, charge and spin) = 98.4 kJ/mol
LUMO (spin up / spin down) = 4.30 / 4.43 eV
HOMO energy (spin up / spin down) = 1.517 / -7.813 eV
Net charge = -1
Multiplicity = 2
HOMO-LUMO gap (spin up / spin down) = 2.7804 / 12.2391 eV

The geometry in XYZ format:
```
13
C3H10, DFT ωB97M-V/def2-TZVPD
C -3.20394 0.10328 0.47607
H -2.56160 -0.56527 1.07700
H -4.16700 -0.39878 0.45202
H -3.04695 0.19477 -0.46800
H -3.39424 1.13438 0.90533
C 1.61765 0.48830 -0.72126
C 2.53165 -0.58147 0.07183
H 1.25287 1.10123 0.13503
H 0.68097 0.09620 -1.20444
H 2.19594 1.07030 -1.55563
H 3.23488 -1.03889 -0.66338
H 2.98259 -0.15896 1.03014
H 1.87718 -1.44509 0.46529
```



Formula: C3H10
Source: the Open Molecules 2025 dataset
Level of theory: ωB97M-V/def2-TZVPD

Relative energy (zero: lowest compared OMol25 entry of this formula, charge and spin) = 51.4 kJ/mol
LUMO = 1.02 eV
HOMO energy = -11.674 eV
Structure (SMILES) = CC.C
HOMO-LUMO gap = 12.6932 eV

The geometry in XYZ format:
```
13
C3H10, DFT ωB97M-V/def2-TZVPD
C 1.89793 1.82263 -3.13807
H 1.05270 1.41479 -2.58076
H 2.77911 1.31579 -2.77329
H 1.69932 2.88824 -3.24847
H 1.69437 1.52825 -4.17216
C -1.74753 -0.92033 2.05076
C -0.35807 -1.06973 1.43751
H -1.63636 -0.66159 3.09538
H -2.21987 -1.89986 1.96645
H -2.29262 -0.20153 1.44860
H 0.21431 -0.13057 1.39979
H 0.31039 -1.62477 2.11192
H -0.14100 -1.57933 0.49811
```



Formula: C3H10BOSn
Source: the Open Molecules 2025 dataset
Level of theory: ωB97M-V/def2-TZVPD

Relative energy (zero: lowest compared OMol25 entry of this formula, charge and spin) = 170.9 kJ/mol
LUMO = -5.88 eV
HOMO energy = -13.650 eV
Net charge = +1
HOMO-LUMO gap = 7.7694 eV

The geometry in XYZ format:
```
16
C3H10BOSn, DFT ωB97M-V/def2-TZVPD
Sn -0.04369 -0.74087 -2.01718
B -1.47732 -2.11907 -1.09131
H -1.91743 -1.42080 -1.78627
H -2.22681 -2.74717 -0.63526
H -0.75357 -2.72129 -1.61834
H -0.96919 -1.58250 -0.30509
C 1.81262 1.82060 0.41315
C 0.68220 0.80625 0.20296
O 0.66586 0.12161 -0.81271
C -0.30824 0.61650 1.33875
H 2.47235 1.57437 1.24516
H 1.38433 2.75473 0.77652
H 2.31428 2.04610 -0.52791
H -0.93692 1.48487 1.53573
H 0.26319 0.31825 2.21773
H -0.96166 -0.21158 1.06407
```



Formula: C3H10Cl2N2NiS4Sb
Source: the Open Molecules 2025 dataset
Level of theory: ωB97M-V/def2-TZVPD

Relative energy (zero: lowest compared OMol25 entry of this formula, charge and spin) = 0.0 kJ/mol
LUMO (spin up / spin down) = 2.34 / 2.34 eV
HOMO energy (spin up / spin down) = -3.262 / -3.261 eV
Net charge = -1
HOMO-LUMO gap (spin up / spin down) = 5.6034 / 5.6021 eV

The geometry in XYZ format:
```
23
C3H10Cl2N2NiS4Sb, DFT ωB97M-V/def2-TZVPD
Ni -0.52646 0.02964 1.02668
S -3.66646 -0.25682 1.10402
Sb -2.50070 0.10676 3.10278
S -0.75319 1.67684 2.49878
S -0.66994 -1.55561 2.56158
S 0.82099 -1.45600 3.94647
Cl 2.64772 0.32372 1.30425
C 3.70466 0.22738 -0.08553
Cl 2.96483 0.89340 -1.57912
H 3.93387 -0.81168 -0.28942
H 4.60485 0.80203 0.09641
N -0.52913 1.32570 -0.46352
C -1.19824 0.70908 -1.61896
C -0.72766 -0.73373 -1.70682
N -0.90891 -1.32029 -0.37469
H -1.04167 2.11117 -0.07174
H 0.41870 1.62429 -0.66988
H -1.00897 1.24380 -2.55405
H -2.26842 0.72279 -1.40641
H 0.33683 -0.76157 -1.95313
H -1.27486 -1.27077 -2.48738
H -0.45135 -2.21473 -0.24854
H -1.90651 -1.41543 -0.13178
```



Formula: C3H10Cl2N3P3
Source: the Open Molecules 2025 dataset
Level of theory: ωB97M-V/def2-TZVPD

Relative energy (zero: lowest compared OMol25 entry of this formula, charge and spin) = 53.6 kJ/mol
LUMO = 0.36 eV
HOMO energy = -7.906 eV
HOMO-LUMO gap = 8.2617 eV

The geometry in XYZ format:
```
21
C3H10Cl2N3P3, DFT ωB97M-V/def2-TZVPD
C -1.55643 -1.06836 1.88677
C -0.45598 3.11214 -1.07580
C 0.64858 -2.13927 -1.49498
N -1.11313 0.71826 0.11003
N 0.59367 -1.12297 0.96369
N -0.81245 -0.98823 0.66292
P 1.86317 0.91130 -1.30393
P 0.13513 1.66041 -0.18733
P 1.56163 -0.98845 -0.42241
Cl 0.95333 2.43463 1.54401
Cl 3.20910 -1.89900 0.24969
H -1.66329 -2.02449 2.34653
H -1.14670 -0.43498 2.70162
H -2.52537 -0.76411 1.48197
H -1.48643 3.37928 -0.94102
H 0.29684 3.93145 -0.95030
H -0.29728 2.86368 -2.18573
H -0.42630 -1.91550 -1.51992
H 0.98303 -2.13468 -2.55371
H 0.42027 -3.15322 -0.99362
H 0.81861 -0.37788 1.68153
```



| no. | energy (Ha) |
| --- | --- |
| 1 | -1598.38835 |
| 2 | -120.18821 |
| 3 | -120.26334 |
| 4 | -434.20799 |
| 5 | -4491.66412 |
| 6 | -2228.93907 |